1.
DFT (ωB97M-V/def2-TZVPD) results for C25H31N5O2Ti as an isolated structure.

XYZ file:
```
64
Properties=species:S:1:pos:R:3:nbo_charge:R:1
Ti 0.25 -0.08 0.08 1.736
C 0.28 -2.51 -2.07 -0.410
N 0.99 -1.13 -1.95 -0.495
C 2.45 -1.49 -2.00 -0.210
C 3.33 -1.06 -0.85 -0.439
C 2.78 -1.36 0.54 -0.203
N 2.05 -0.21 1.14 -0.817
C 2.77 0.87 1.56 0.032
C 2.96 2.06 0.77 -0.196
C 3.88 3.04 1.23 -0.145
C 4.13 4.07 0.38 -0.282
C 3.57 4.13 -0.90 -0.238
C 2.65 3.22 -1.34 -0.274
C 2.21 2.21 -0.46 0.343
O 1.01 1.67 -0.64 -0.855
C 0.67 -0.38 -3.16 -0.217
C -0.80 -0.09 -3.37 -0.406
C -1.32 0.78 -2.20 -0.249
N -1.45 -0.05 -0.98 -0.610
C -2.62 -0.66 -0.69 0.107
C -2.79 -1.70 0.22 -0.229
C -4.14 -2.14 0.52 -0.143
C -4.27 -3.11 1.48 -0.274
C -3.15 -3.61 2.12 -0.164
C -1.88 -3.15 1.94 -0.269
C -1.66 -2.15 1.01 0.387
O -0.40 -1.75 0.75 -0.801
H 0.74 -3.02 -2.94 0.190
H -0.82 -2.36 -2.14 0.211
H 0.54 -3.10 -1.16 0.229
H 2.84 -1.06 -2.95 0.202
H 2.61 -2.61 -2.04 0.194
H 3.65 0.00 -0.97 0.226
H 4.27 -1.57 -1.06 0.209
H 3.59 -1.63 1.22 0.190
H 2.07 -2.17 0.42 0.189
H 3.15 0.87 2.58 0.151
H 4.39 2.93 2.18 0.202
H 4.82 4.87 0.56 0.201
H 3.89 4.88 -1.70 0.202
H 2.27 3.11 -2.40 0.200
H 1.18 -0.88 -4.03 0.184
H 1.17 0.61 -3.12 0.223
H -1.36 -1.03 -3.37 0.203
H -0.84 0.39 -4.31 0.225
H -2.35 1.13 -2.41 0.185
H -0.61 1.59 -1.96 0.265
H -3.54 -0.13 -1.07 0.180
H -5.02 -1.89 -0.12 0.218
H -5.19 -3.50 1.85 0.213
H -3.39 -4.50 2.74 0.212
H -1.06 -3.56 2.56 0.231
C -3.81 2.27 2.51 -0.414
N -2.60 1.53 2.49 -0.321
C -2.15 0.51 3.31 -0.102
C -0.87 0.20 2.91 -0.021
N -0.55 0.95 1.82 -0.532
C -1.61 1.81 1.65 0.220
H -3.97 2.82 1.55 0.222
H -3.77 3.12 3.19 0.212
H -4.75 1.75 2.75 0.228
H -2.72 0.17 4.11 0.220
H -0.17 -0.52 3.32 0.247
H -1.52 2.60 0.93 0.228
```

Summary:
orbital gap (spin up / spin down): 4.7 / 6.5 eV
molecular weight: 481.42 g mol⁻¹
LUMO level (spin up / spin down): -0.11 / -0.31 eV
charge: 0
HOMO energy (spin up / spin down): -4.769 / -6.823 eV
F_max: 3.7 eV Å⁻¹
<S²>: 2.06
2S+1: 3

2.
DFT (ωB97M-V/def2-TZVPD) results for C11H23InO4 as an isolated structure.

XYZ file:
```
39
Properties=species:S:1:pos:R:3:nbo_charge:R:1
In -1.25 15.91 -9.66 1.175
C -1.40 13.68 -14.05 -0.681
C -0.39 14.54 -13.37 -0.127
O -0.71 15.27 -12.38 -0.209
H -1.08 13.45 -15.07 0.268
H -2.35 14.22 -14.12 0.261
H -1.58 12.73 -13.54 0.267
H 0.18 15.22 -14.08 0.400
H 0.55 13.97 -13.06 0.366
C -3.69 12.06 -9.10 -0.718
C -3.58 12.75 -10.44 0.659
O -2.93 13.78 -10.53 -0.600
C -3.95 11.94 -11.65 -0.712
H -2.75 11.51 -8.98 0.263
H -4.58 11.44 -8.98 0.259
H -3.76 12.80 -8.30 0.243
H -3.67 10.90 -11.48 0.262
H -3.47 12.35 -12.53 0.223
H -5.04 11.96 -11.76 0.276
C 1.26 19.56 -11.53 -0.735
C 1.28 18.07 -11.68 0.642
O 0.95 17.33 -10.76 -0.617
C 1.94 17.52 -12.91 -0.721
H 0.34 19.91 -11.04 0.250
H 1.24 20.07 -12.49 0.244
H 2.11 19.89 -10.95 0.274
H 1.58 17.98 -13.83 0.252
H 1.90 16.44 -13.02 0.208
H 2.98 17.86 -12.79 0.279
C 1.28 18.69 -6.56 -0.727
C -0.11 18.12 -6.64 0.666
O -0.34 17.29 -7.51 -0.690
C -1.17 18.52 -5.67 -0.735
H 1.87 18.02 -5.93 0.270
H 1.31 19.71 -6.18 0.251
H 1.76 18.58 -7.53 0.242
H -1.82 17.68 -5.46 0.249
H -1.76 19.38 -5.99 0.269
H -0.70 18.87 -4.75 0.251
```

Summary:
orbital gap: 3.6 eV
molecular weight: 334.12 g mol⁻¹
LUMO level: -11.98 eV
charge: +2
energy above the lowest of the compared OMol25 structures with the same formula, charge and spin: 0.0000 eV
HOMO energy: -15.592 eV
F_max: 2.0 eV Å⁻¹
2S+1: 1

3.
DFT (ωB97M-V/def2-TZVPD) results for a 2-piece molecular cluster, C10H16 overall.

XYZ file:
```
26
Properties=species:S:1:pos:R:3:nbo_charge:R:1
C -1.56 0.09 1.06 -0.426
C -2.14 -0.21 2.47 -0.612
C -0.15 -0.42 0.83 0.004
C 0.25 -0.82 -0.45 -0.222
C 0.84 -0.34 1.80 -0.229
C 1.58 -1.02 -0.77 -0.198
C 2.17 -0.54 1.48 -0.200
C 2.56 -0.88 0.19 -0.227
H -2.22 -0.34 0.31 0.211
H -1.50 1.17 0.96 0.218
H -2.23 0.69 3.07 0.208
H -0.51 -0.87 -1.23 0.206
H 0.58 -0.11 2.82 0.210
H 1.85 -1.41 -1.75 0.211
H 2.94 -0.42 2.24 0.211
H 3.61 -1.02 -0.05 0.213
H -1.54 -0.94 3.01 0.209
H -3.13 -0.65 2.37 0.213
C -0.44 2.05 -2.62 -0.624
C -1.61 1.15 -3.03 -0.619
H 0.49 1.50 -2.46 0.210
H -0.15 2.80 -3.35 0.206
H -0.53 2.57 -1.66 0.206
H -2.16 1.59 -3.86 0.211
H -2.30 1.05 -2.20 0.205
H -1.24 0.15 -3.22 0.205
```

Summary:
orbital gap: 10.0 eV
molecular weight: 136.24 g mol⁻¹
LUMO level: 1.01 eV
charge: 0
energy above the lowest of the compared OMol25 structures with the same formula, charge and spin: 0.4985 eV
HOMO energy: -9.010 eV
F_max: 1.3 eV Å⁻¹
2S+1: 1
SMILES: CCc1ccccc1.CC

4.
DFT (ωB97M-V/def2-TZVPD) results for C10H29NO7 as an isolated structure.

XYZ file:
```
47
Properties=species:S:1:pos:R:3:nbo_charge:R:1
C 14.23 -6.39 -6.89 -0.264
O 14.81 -6.14 -5.58 -0.553
C 15.61 -7.17 -5.01 -0.069
C 16.09 -6.74 -3.55 -0.230
N 17.17 -5.72 -3.60 -0.659
C 17.69 -5.04 -2.38 -0.244
C 18.88 -5.69 -1.63 -0.066
O 20.23 -5.69 -2.25 -0.561
C 21.30 -6.00 -1.34 -0.249
H 13.34 -7.01 -6.83 0.189
H 15.02 -6.64 -7.60 0.174
H 13.84 -5.46 -7.31 0.195
H 16.48 -7.53 -5.55 0.176
H 15.05 -8.10 -4.87 0.170
H 16.46 -7.59 -2.97 0.188
H 15.37 -6.19 -2.95 0.195
H 17.01 -5.04 -4.33 0.377
H 16.84 -4.94 -1.70 0.184
H 17.86 -3.97 -2.53 0.210
H 18.69 -6.76 -1.52 0.165
H 18.95 -5.27 -0.63 0.164
H 21.16 -5.35 -0.47 0.165
H 22.32 -6.01 -1.74 0.196
H 21.23 -7.03 -1.00 0.157
C 15.39 -3.83 -5.62 -0.106
C 16.55 -2.82 -5.79 -0.118
O 16.03 -1.52 -5.77 -0.739
O 14.84 -3.75 -4.33 -0.745
H 15.79 -4.80 -5.91 0.205
H 14.58 -3.47 -6.25 0.172
H 16.97 -3.10 -6.76 0.185
H 17.45 -3.04 -5.22 0.157
H 16.77 -0.95 -5.54 0.429
H 14.44 -2.87 -4.34 0.468
C 18.77 0.84 -5.34 -0.076
C 17.60 -0.10 -5.64 -0.228
O 17.77 -1.44 -5.23 -0.669
O 19.94 0.71 -6.16 -0.742
H 18.93 0.77 -4.26 0.187
H 18.63 1.88 -5.61 0.183
H 17.49 0.03 -6.72 0.189
H 16.71 0.43 -5.30 0.253
H 18.69 -1.64 -5.44 0.492
H 19.92 1.24 -6.95 0.476
O 15.81 -2.97 -8.01 -0.928
H 16.08 -2.19 -8.49 0.477
H 15.63 -3.62 -8.69 0.469
```

Summary:
orbital gap: 8.1 eV
molecular weight: 275.34 g mol⁻¹
LUMO level: 0.38 eV
charge: 0
energy above the lowest of the compared OMol25 structures with the same formula, charge and spin: 11.4908 eV
HOMO energy: -7.764 eV
F_max: 14.6 eV Å⁻¹
2S+1: 1

5.
DFT (ωB97M-V/def2-TZVPD) results for C4F30HfO12P3S4 as an isolated structure.

XYZ file:
```
54
Properties=species:S:1:pos:R:3:nbo_charge:R:1
Hf 0.22 0.03 -0.34 2.641
C 2.63 1.29 3.94 0.757
F 2.17 2.53 3.88 -0.310
F 3.75 1.21 4.66 -0.330
F 1.73 0.46 4.62 -0.350
S 2.95 0.53 2.09 2.336
O 3.94 1.43 1.54 -0.966
O 3.59 -0.75 2.30 -0.934
O 1.64 0.51 1.40 -1.038
C 0.05 4.92 -0.57 0.801
F -1.18 4.81 -1.11 -0.298
F 0.91 5.36 -1.49 -0.307
F -0.03 5.73 0.49 -0.316
S 0.52 3.13 0.15 2.259
O 1.10 2.18 -0.83 -1.005
O 1.38 3.36 1.32 -0.894
O -0.71 2.34 0.35 -0.968
C -3.68 1.86 -2.09 0.745
F -3.43 2.43 -0.89 -0.324
F -4.41 0.74 -1.95 -0.301
F -4.25 2.82 -2.82 -0.330
S -1.95 1.57 -2.93 2.359
O -1.39 2.89 -3.09 -0.980
O -1.16 0.77 -2.01 -1.050
O -2.24 0.90 -4.21 -0.950
C 1.14 -3.47 2.83 0.754
F 2.28 -3.86 3.49 -0.335
F 0.14 -4.30 3.03 -0.304
F 0.76 -2.25 3.32 -0.327
S 1.61 -3.17 0.95 2.311
O 1.14 -4.34 0.16 -0.949
O 0.96 -1.92 0.59 -1.044
O 3.06 -3.10 0.88 -0.936
P -2.23 -0.37 2.05 2.617
F -2.83 1.12 2.35 -0.576
F -3.73 -1.04 1.92 -0.572
F -2.19 0.05 0.45 -0.575
F -1.51 -1.70 1.58 -0.551
F -0.76 0.31 1.96 -0.567
F -2.22 -0.70 3.64 -0.570
P -2.05 -2.70 -2.03 2.608
F -1.99 -1.73 -3.33 -0.571
F -3.39 -2.10 -1.38 -0.576
F -2.88 -3.83 -2.96 -0.600
F -2.03 -3.72 -0.74 -0.580
F -0.58 -3.23 -2.52 -0.575
F -1.28 -1.61 -1.10 -0.591
P 2.44 -0.84 -2.58 2.631
F 2.53 -0.28 -1.07 -0.574
F 1.17 -1.54 -1.85 -0.570
F 1.29 0.27 -2.60 -0.579
F 1.98 -1.24 -4.07 -0.547
F 3.51 0.26 -3.09 -0.565
F 3.51 -2.02 -2.27 -0.535
```

Summary:
orbital gap: 8.4 eV
molecular weight: 1209.65 g mol⁻¹
LUMO level: 6.04 eV
charge: -3
energy above the lowest of the compared OMol25 structures with the same formula, charge and spin: 3.9794 eV
HOMO energy: -2.334 eV
F_max: 5.6 eV Å⁻¹
2S+1: 1

6.
DFT (ωB97M-V/def2-TZVPD) results for an isolated molecule of C9H10BrNO3.

XYZ file:
```
24
Properties=species:S:1:pos:R:3:nbo_charge:R:1
C 1.24 -2.98 -0.10 -0.190
C 0.47 -2.53 -1.18 -0.225
C 1.25 -2.17 1.13 -0.206
C -0.24 -1.36 -1.17 -0.191
C 0.47 -1.09 1.16 -0.209
C -0.32 -0.66 0.09 -0.048
C 0.74 2.13 0.50 -0.665
C -1.19 0.57 0.33 0.052
C -0.58 1.89 -0.19 0.049
N -0.40 1.74 -1.56 0.457
O 0.69 1.43 -2.04 -0.354
O -1.40 1.77 -2.25 -0.361
O -1.56 0.60 1.72 -0.702
Br -1.97 3.22 0.18 0.067
H 1.91 -3.87 -0.13 0.219
H 0.63 -3.11 -2.13 0.219
H 1.70 -2.45 2.01 0.210
H -0.70 -1.02 -2.05 0.225
H 0.44 -0.57 2.13 0.229
H 1.04 3.10 0.18 0.228
H 0.60 2.30 1.54 0.241
H 1.60 1.39 0.35 0.269
H -2.08 0.54 -0.31 0.199
H -2.34 1.12 1.80 0.485
```

Summary:
orbital gap: 8.6 eV
molecular weight: 260.09 g mol⁻¹
LUMO level: -0.60 eV
charge: 0
energy above the lowest of the compared OMol25 structures with the same formula, charge and spin: 0.0000 eV
HOMO energy: -9.225 eV
F_max: 5.2 eV Å⁻¹
2S+1: 1
SMILES: C[C@](Br)([C@H](O)c1ccccc1)[N+](=O)[O-]

7.
DFT (ωB97M-V/def2-TZVPD) results for an isolated ion of composition C4H13IN3O and charge +1.

XYZ file:
```
22
Properties=species:S:1:pos:R:3:nbo_charge:R:1
C 1.20 -2.90 0.22 -0.648
C -1.22 2.76 -0.01 -0.427
C 1.23 -1.59 -0.53 -0.257
C 0.20 0.87 -0.43 0.419
N 0.77 -0.46 0.32 -0.553
N -0.78 1.43 0.48 -0.319
N -1.94 0.16 0.85 -0.681
O 1.28 1.63 -0.69 -0.657
I -3.07 -0.36 -0.72 0.364
H 1.35 -3.78 -0.34 0.257
H 1.99 -3.20 1.01 0.250
H 0.09 -3.05 0.61 0.205
H -0.47 3.43 0.11 0.215
H -1.46 2.73 -1.05 0.198
H -1.91 3.08 0.63 0.225
H 2.19 -1.58 -0.99 0.243
H 0.63 -1.72 -1.37 0.227
H -0.26 0.52 -1.28 0.163
H -0.06 -0.92 0.77 0.462
H -2.47 0.68 1.53 0.382
H 1.37 -0.07 1.01 0.437
H 1.33 2.35 -0.12 0.494
```

Summary:
orbital gap: 9.3 eV
molecular weight: 246.07 g mol⁻¹
LUMO level: -3.80 eV
charge: +1
energy above the lowest of the compared OMol25 structures with the same formula, charge and spin: 0.0000 eV
HOMO energy: -13.121 eV
F_max: 4.7 eV Å⁻¹
2S+1: 1
SMILES: CC[NH2+][C@H](O)N(C)NI

8.
DFT (ωB97M-V/def2-TZVPD) results for an isolated molecule of C21H23N3O4S.

XYZ file:
```
52
Properties=species:S:1:pos:R:3:nbo_charge:R:1
C -0.54 -2.79 4.39 -0.610
C 0.46 -1.64 4.30 -0.394
C 0.65 -1.12 2.88 -0.406
C 1.29 -2.16 1.95 -0.222
N 1.57 -1.60 0.66 -0.361
C 0.68 -1.51 -0.37 0.179
N 1.24 -0.97 -1.42 -0.347
N 2.51 -0.70 -1.10 -0.289
C 2.72 -1.06 0.14 0.326
C 3.99 -0.93 0.81 -0.207
C 5.21 -0.84 0.18 0.364
O 6.19 -0.72 1.10 -0.394
C 5.61 -0.72 2.31 0.088
C 4.27 -0.85 2.21 -0.300
H 3.57 -0.85 3.02 0.222
H 6.26 -0.63 3.16 0.206
C 5.56 -0.86 -1.26 -0.677
H 4.65 -0.96 -1.84 0.270
H 6.06 0.08 -1.53 0.230
H 6.25 -1.67 -1.47 0.224
S -0.97 -2.05 -0.24 0.265
C -1.47 -1.90 -1.99 -0.624
H -0.61 -1.51 -2.52 0.288
C -2.69 -1.01 -2.11 0.563
O -3.74 -1.47 -2.52 -0.533
C -2.55 0.40 -1.70 -0.187
C -3.73 1.10 -1.44 -0.197
C -3.69 2.43 -1.06 0.264
C -2.46 3.09 -0.97 0.239
C -1.29 2.38 -1.22 -0.251
C -1.33 1.05 -1.58 -0.183
H -0.40 0.55 -1.78 0.244
H -0.35 2.91 -1.13 0.229
O -2.37 4.41 -0.65 -0.479
C -3.59 5.11 -0.74 -0.097
C -4.71 4.28 -0.09 -0.098
H -5.66 4.81 -0.14 0.203
O -4.88 3.07 -0.78 -0.493
H -4.45 4.09 0.96 0.178
H -3.45 6.06 -0.22 0.203
H -3.84 5.29 -1.79 0.182
H -4.68 0.61 -1.53 0.242
H -1.73 -2.91 -2.34 0.251
H 2.22 -2.53 2.38 0.221
H 0.60 -3.00 1.81 0.222
H -0.32 -0.83 2.46 0.214
H 1.28 -0.23 2.90 0.209
H 1.43 -1.96 4.70 0.194
H 0.11 -0.81 4.92 0.209
H -1.48 -2.51 3.93 0.207
H -0.73 -3.04 5.43 0.215
H -0.16 -3.68 3.89 0.200
```

Summary:
orbital gap: 8.5 eV
molecular weight: 413.50 g mol⁻¹
LUMO level: 0.48 eV
charge: 0
energy above the lowest of the compared OMol25 structures with the same formula, charge and spin: 2.9262 eV
HOMO energy: -8.007 eV
F_max: 1.1 eV Å⁻¹
2S+1: 1
SMILES: CCCCn1c(SCC(=O)c2ccc3c(c2)OCCO3)nnc1-c1ccoc1C

Number 1: DFT total energy -61088.0981 eV. Number 2: DFT total energy -25122.9172 eV. Number 3: DFT total energy -10629.2451 eV. Number 4: DFT total energy -26648.8285 eV. Number 5: DFT total energy -182778.4230 eV. Number 6: DFT total energy -87166.3323 eV. Number 7: DFT total energy -18966.8159 eV. Number 8: DFT total energy -45644.9504 eV.